Below is C20H16LiN4S2 as an isolated structure, with properties calculated with the ωB97M-V functional and the def2-TZVPD basis.

Values from the calculation:
orbital gap = 0.276 Ha
net charge = +1
maximum force = 3.7 eV/A

Cartesian coordinates (Å):
S -5.9086 1.3781 -0.9006
S 5.5228 0.5320 -0.9709
N 1.2560 0.7105 0.4829
N 1.0562 4.0039 0.4238
N -1.5234 0.9512 -0.0301
N 2.3228 4.6640 0.1201
C -0.9865 -0.3041 0.2343
C 6.8439 -1.2648 0.3295
C 0.4857 -0.3954 0.2967
C -6.0267 -1.0880 -0.1890
C -2.8502 0.9635 -0.2036
C -3.6301 -0.1995 -0.2273
C -1.7396 -1.4322 0.3541
C -5.1098 -0.0973 -0.5075
C -3.0875 -1.4047 -0.0369
C -7.4126 -0.6630 -0.3275
C 1.0097 -1.6796 0.1504
C 4.6422 -0.6941 -0.2434
C 3.1768 -0.6066 -0.0667
C 0.1974 -2.8467 0.3652
C 7.0074 -0.1226 -0.4466
C -7.4314 0.6115 -0.7413
C -1.0877 -2.7644 0.4615
C 2.5647 0.5720 0.3333
C 2.3839 -1.7881 -0.1066
C 5.4400 -1.6273 0.4052
Li 0.1321 2.1344 -0.1463
H 5.1025 -2.4470 1.0376
H 2.8093 -2.7212 -0.5407
H 3.2440 1.4119 0.4842
H 2.1255 5.1810 -0.8112
H -8.3051 -1.2788 -0.0598
H 7.5925 -1.8063 0.8349
H 2.9655 3.9033 -0.1868
H -1.7062 -3.6782 0.4823
H 0.9327 3.9502 1.4444
H -5.7706 -2.0810 0.2110
H -3.3166 1.8651 -0.3364
H 0.6433 -3.8027 0.3780
H -3.6178 -2.3136 -0.1005
H -8.2117 1.3070 -1.0354
H 7.9464 0.4057 -0.6047
H 0.3189 4.5619 -0.0095



Below is one molecule with the formula C20H16N2O2, with properties calculated with the ωB97M-V functional and the def2-TZVPD basis.

Values from the calculation:
SMILES = O=C1C2=C(/C=C/c3ccccc3)OCCC2=NN1c1ccccc1
orbital gap = 0.250 Ha
net charge = 0
relative energy (zero: lowest compared OMol25 entry of this formula, charge and spin) = 49.27 kcal/mol
maximum force = 3.4 eV/A

Cartesian coordinates (Å):
O -0.9950 -2.8662 0.0443
O 0.9858 1.1240 -0.2679
N 2.4375 -0.0749 1.2207
N 2.4812 -1.3941 1.6570
C -3.7643 0.0553 -1.7596
C 0.0407 -3.8591 0.3432
C 5.3911 2.7934 2.0370
C -4.2678 2.2747 -2.6674
C 4.1482 3.2083 1.6304
C 3.3832 0.9103 1.5467
C -6.0306 0.5970 -2.5656
C 3.1448 2.2725 1.4113
C 4.6370 0.5102 2.0210
C -2.8413 -0.9373 -1.1220
C 5.6598 1.4343 2.2619
C -1.5342 -0.6264 -0.7448
C -5.5779 1.8746 -2.8994
C -3.3696 1.3704 -2.1004
C -5.1146 -0.3092 -2.0176
C 1.3295 0.1218 0.3984
C 0.6707 -1.1602 0.2751
C 1.0616 -3.4320 1.3847
C 1.4707 -2.0170 1.0859
C -0.5875 -1.5436 -0.1238
H 1.9837 -4.0487 1.3767
H 4.9043 -0.5565 2.1347
H -2.3563 1.7309 -1.9558
H 0.5881 -4.1344 -0.5561
H -5.3868 -1.3474 -1.8144
H -6.3304 2.5954 -3.2369
H -7.0631 0.2727 -2.6403
H 2.1843 2.6323 1.0210
H -3.1801 -1.9167 -0.8453
H 3.9550 4.2910 1.5253
H -0.4566 -4.7416 0.6838
H 6.1911 3.5519 2.1889
H -3.8865 3.2719 -2.8502
H 6.6570 1.1450 2.6080
H 0.5983 -3.3998 2.3911
H -1.1609 0.3273 -1.0798